# 1
5 unconnected molecules or ions with the total composition C20H35ClFIN3O22S5 at a distorted geometry. Source: OMol25; level of theory: wB97M-V/def2-TZVPD.

Structure (XYZ):
```
88
Properties=species:S:1:pos:R:3:forces:R:3:mulliken_charge:R:1
C 3.927 -1.786 -0.332 -0.1 -1.2 0.6 -0.3962
O 4.521 -0.590 0.284 0.1 0.6 -3.5 -0.3735
C 4.663 0.458 -0.759 0.4 0.9 1.3 -0.2130
C 3.211 1.176 -1.005 0.6 1.5 -0.7 -0.9621
I 2.269 1.238 0.992 0.2 -0.8 -0.4 0.2654
C 3.135 2.757 -1.453 0.5 -0.9 2.3 -0.4778
N 1.600 2.907 -1.399 -0.3 -1.9 -3.3 0.7944
C 1.114 4.125 -2.152 0.1 1.3 0.6 -0.6406
C -0.063 4.984 -1.339 -3.5 6.0 -4.2 0.3594
O -0.683 6.011 -1.983 4.6 -7.5 4.5 -0.4915
Cl -0.579 4.678 0.415 1.1 0.1 -2.4 -0.1017
C 1.028 1.554 -1.805 0.7 2.2 0.0 -0.9737
N -0.318 1.299 -1.898 3.5 -0.2 -0.2 0.2201
C -0.856 -0.072 -2.266 -0.8 -1.2 0.5 -0.3401
C -2.398 -0.219 -1.729 0.1 -0.4 -0.3 -0.6688
C -2.553 -0.881 -0.236 -0.2 -0.8 -1.1 -0.6112
S -2.693 0.374 1.163 -3.6 1.5 6.6 0.9673
O -2.487 -0.282 2.583 -0.1 1.7 -5.9 -0.5031
O -4.055 1.158 1.160 5.2 -2.8 -1.2 -0.5815
O -1.430 1.539 1.015 -2.4 -0.7 0.1 -0.2887
N 2.230 0.606 -2.006 -2.1 0.0 0.2 0.8377
C 2.763 0.494 -3.417 0.0 1.0 -2.3 -0.3257
C 1.997 -0.663 -4.335 -1.6 -7.6 0.9 0.1859
O 1.840 -1.949 -3.940 1.1 9.7 -2.8 -0.3247
F 1.467 -0.347 -5.714 1.9 -0.3 4.6 -0.2910
H 3.943 -1.712 -1.508 0.0 -0.4 2.4 0.1760
H 2.832 -1.905 0.067 1.9 0.3 -0.9 0.1219
H 4.544 -2.716 0.078 -1.3 2.0 -1.2 0.2918
H 5.366 1.291 -0.272 -1.7 -1.7 -1.0 0.2743
H 5.216 0.101 -1.726 -1.3 0.4 1.7 0.3041
H 3.589 3.298 -0.520 -0.9 -0.4 -2.1 0.3408
H 3.646 3.048 -2.468 -1.1 -0.6 1.9 0.3977
H 2.043 4.873 -2.202 -2.2 -1.5 0.2 0.4563
H 0.800 3.926 -3.266 0.2 0.4 2.3 0.2810
H -1.034 2.050 -1.711 1.4 -0.8 -0.1 0.3922
H -0.201 -0.905 -1.726 -1.1 1.9 -1.4 0.2937
H -0.852 -0.201 -3.430 0.1 0.3 2.3 0.3032
H -2.952 0.817 -1.744 0.9 -2.1 -0.1 0.2334
H -2.941 -0.969 -2.482 1.1 1.9 1.8 0.3301
H -1.728 -1.661 0.051 -1.4 1.8 -0.4 0.4099
H -3.585 -1.474 -0.240 2.0 1.7 0.4 0.3003
H -1.812 2.351 1.496 0.5 -1.5 -0.9 0.2800
H 3.918 0.207 -3.474 -2.7 0.4 0.6 0.3990
H 2.683 1.526 -4.009 0.1 -2.3 1.1 0.3057
C -7.723 -0.848 -0.020 -0.3 0.8 0.5 -0.2040
C -8.536 -0.102 -1.074 -0.6 -0.5 0.4 -0.3719
O -7.615 0.183 -2.124 1.4 -0.6 0.1 -0.3214
S -6.509 -1.014 -2.198 -1.1 -0.4 -0.3 0.9731
O -6.915 -1.940 -3.231 1.1 1.3 1.4 -0.5608
O -5.192 -0.422 -2.144 -1.2 -0.7 -0.3 -0.4053
O -6.833 -1.691 -0.751 0.3 0.2 -1.3 -0.3163
H -7.122 -0.155 0.577 -0.1 0.0 0.0 0.2102
H -8.355 -1.445 0.643 0.2 -0.1 -0.3 0.3151
H -8.976 0.819 -0.686 0.3 0.0 -0.2 0.3284
H -9.328 -0.739 -1.484 0.0 0.1 0.1 0.3011
C 3.567 5.141 4.845 -0.3 0.3 0.8 -0.3890
C 2.168 4.530 4.846 0.5 -0.6 0.4 -0.2624
O 1.504 5.116 3.729 0.7 0.6 -0.9 -0.3152
S 2.599 5.412 2.557 0.1 0.7 0.4 0.9323
O 2.555 4.319 1.612 0.2 1.5 0.6 -0.1855
O 2.486 6.797 2.164 0.0 -2.1 0.1 -0.5738
O 3.938 5.240 3.471 -1.0 -0.3 -0.9 -0.3238
H 3.556 6.151 5.268 0.0 -0.1 0.0 0.3019
H 4.286 4.526 5.391 -0.1 0.1 -0.3 0.3268
H 1.623 4.738 5.771 0.0 0.1 -0.3 0.3234
H 2.210 3.448 4.685 0.0 0.1 0.1 0.2372
C 1.046 -5.184 -3.464 0.2 0.6 0.0 -0.1076
C 1.961 -5.247 -4.684 -0.6 0.0 -0.4 -0.2614
O 3.064 -6.055 -4.282 -0.2 -0.3 1.0 -0.3261
S 2.543 -7.169 -3.211 0.3 -0.8 0.0 1.0764
O 2.303 -8.403 -3.924 0.4 1.6 1.3 -0.5207
O 3.372 -7.090 -2.030 -1.0 -0.2 -1.6 -0.5208
O 1.101 -6.484 -2.879 0.7 -0.4 -0.5 -0.3397
H 1.419 -4.464 -2.729 0.0 0.0 -0.1 0.1672
H 0.017 -4.930 -3.732 0.1 -0.3 0.1 0.3070
H 2.301 -4.258 -5.001 0.1 -0.3 0.2 0.2004
H 1.465 -5.746 -5.523 0.0 0.1 0.1 0.3375
C -1.905 -1.760 6.238 -0.1 0.5 -0.5 -0.3137
C -0.954 -2.213 5.134 -0.6 -0.4 -0.2 -0.1248
O 0.351 -2.108 5.699 0.0 0.3 1.0 -0.2755
S 0.262 -2.412 7.299 0.3 -0.4 0.4 1.0723
O 0.620 -3.796 7.516 -0.4 2.0 0.0 -0.5330
O 0.883 -1.318 8.007 -0.6 -1.5 -0.9 -0.5244
O -1.356 -2.276 7.450 1.0 -0.4 -0.2 -0.3141
H -1.929 -0.668 6.314 0.0 -0.1 -0.1 0.2859
H -2.920 -2.136 6.089 0.2 -0.1 0.2 0.3166
H -1.035 -1.597 4.235 0.2 0.0 0.2 0.1351
H -1.125 -3.262 4.872 -0.1 0.1 0.0 0.2866
```
Positions in Å, forces in eV/Å.

## Properties
ΔE to the lowest compared entry with this formula, charge and spin   10.350 eV
Charge   +1


# 2
7 unconnected molecules or ions with the total composition C20H35F2N3O8 at a distorted geometry. Source: OMol25; level of theory: wB97M-V/def2-TZVPD.

Structure (XYZ):
```
68
Properties=species:S:1:pos:R:3:forces:R:3:mulliken_charge:R:1
O 4.530 2.742 2.447 -0.4 -3.6 -3.2 -0.5934
C 4.476 1.969 1.466 -1.7 4.4 2.3 0.6445
O 3.331 1.462 0.907 0.0 -0.5 1.0 -0.3150
C 3.671 0.613 -0.188 0.8 -0.2 0.4 0.2534
C 5.123 0.983 -0.449 -0.4 -1.9 1.2 0.3002
F 5.222 1.607 -1.579 0.6 1.8 -2.5 -0.2961
O 5.461 1.802 0.613 2.0 0.0 0.3 -0.3264
H 3.672 -0.435 0.111 -0.6 0.0 0.1 -0.0981
H 3.072 0.801 -1.080 -0.2 0.1 0.3 0.0630
H 5.827 0.151 -0.470 0.0 -0.2 0.1 0.3268
O -6.311 -0.635 2.850 4.5 -0.1 -1.2 -0.5647
C -5.097 -0.722 2.582 -4.4 -0.5 1.8 0.5253
O -4.285 -1.621 3.194 0.3 -0.1 0.0 -0.3527
C -3.018 -1.648 2.541 0.1 0.0 0.2 -0.0587
C -3.032 -0.367 1.711 -0.7 -0.8 1.2 0.3879
F -2.658 -0.654 0.474 0.4 0.3 -1.4 -0.1226
O -4.422 0.028 1.715 1.2 0.3 -0.4 -0.3573
H -2.150 -1.659 3.200 -0.5 0.3 0.7 0.0652
H -2.886 -2.571 1.976 -0.5 0.2 -0.5 0.1382
H -2.383 0.378 2.170 -0.3 0.5 -0.5 0.2854
C 3.261 -2.050 2.974 0.9 -0.4 1.0 -1.0208
C 1.966 -2.842 2.992 -0.3 0.7 -0.9 -0.4654
C 0.706 -1.999 3.214 -0.3 -0.2 0.5 -0.5811
C 0.491 -0.828 2.429 0.4 1.9 -1.9 0.3848
N 0.348 0.153 1.833 0.0 -1.0 0.7 -0.5391
H 3.407 -1.321 2.177 -0.6 -0.1 -0.1 -0.0411
H 4.082 -2.762 2.888 0.1 -0.1 -0.1 0.4371
H 3.466 -1.538 3.914 -0.2 0.2 0.1 0.4120
H 1.892 -3.618 3.754 0.5 0.0 0.0 0.4036
H 1.923 -3.311 2.009 -0.4 -0.3 0.0 0.1983
H 0.694 -1.526 4.196 0.0 -0.7 0.6 0.5212
H -0.192 -2.596 3.057 0.0 -0.3 0.4 0.2727
C -5.218 2.090 -2.601 1.3 -1.0 0.5 -1.2543
C -4.201 1.088 -1.846 0.0 0.8 -0.6 0.1532
C -4.295 -0.368 -2.307 -0.5 0.2 0.7 -0.0378
C -3.887 -0.602 -3.672 0.0 -0.4 -2.3 0.0927
N -3.582 -0.838 -4.768 -0.4 0.4 1.6 -0.4686
H -5.050 2.174 -3.675 0.5 -0.3 0.0 0.3430
H -5.113 3.105 -2.220 -0.2 -0.2 0.3 0.3727
H -6.250 1.745 -2.546 0.0 0.0 0.5 0.3339
H -4.310 1.090 -0.761 -0.8 0.1 0.0 0.0973
H -3.146 1.353 -1.918 0.0 0.6 -0.6 0.0388
H -5.332 -0.637 -2.102 -0.1 -0.5 -0.6 0.4464
H -3.686 -1.061 -1.727 0.1 0.3 0.4 -0.1312
C -0.163 -2.676 -0.594 0.2 0.1 -0.7 -0.9649
C 1.145 -1.900 -0.911 -1.6 0.2 0.2 0.7857
C 1.488 -1.871 -2.426 0.5 -0.2 0.2 -0.6161
C 0.532 -1.130 -3.219 -0.8 0.7 0.2 0.2007
N -0.209 -0.479 -3.805 -0.1 0.0 -0.1 -0.4717
H -0.094 -3.681 -1.009 0.0 -0.2 0.4 0.4667
H -1.060 -2.255 -1.047 0.2 0.3 -0.2 0.1354
H -0.383 -2.689 0.474 0.3 -0.2 0.1 0.0696
H 1.880 -2.275 -0.199 0.6 -0.2 -0.7 0.1428
H 0.975 -0.876 -0.580 0.1 0.2 -0.2 -0.3852
H 1.545 -2.825 -2.949 0.2 -0.5 0.6 0.4225
H 2.427 -1.361 -2.644 0.3 -0.1 0.3 0.2831
C 3.188 4.305 -1.279 -0.5 0.1 -0.6 -0.5384
O 1.980 3.843 -1.867 0.1 1.3 -0.8 -0.5893
H 3.340 5.376 -1.419 -0.8 0.3 -0.2 0.3319
H 3.182 4.197 -0.194 0.5 -0.6 0.0 0.2062
H 4.020 3.931 -1.875 0.4 -0.7 0.7 0.1863
H 1.595 3.050 -1.486 0.6 -0.1 0.8 0.4623
C -0.573 2.165 -0.586 0.5 -0.4 -0.2 -0.5509
O 0.815 1.964 -0.350 0.2 0.0 0.1 -0.3536
H -0.900 1.334 -1.212 -0.5 0.2 -0.2 0.0070
H -1.133 2.161 0.349 -0.1 0.2 0.0 0.3081
H -0.639 3.119 -1.109 -0.4 -0.1 0.0 0.4256
H 0.924 1.446 0.450 0.0 0.0 0.3 0.1626
```
Positions in Å, forces in eV/Å.

## Properties
SMILES string   O=C1OC[C@@H](F)O1.O=C1OC[C@@H](F)O1.CCCC#N.CCCC#N.CCCC#N.CO.CO
Energy   -47590.132 eV


# 3
A molecular structure, C20H35N2RuS3Si4Te. Source: OMol25; level of theory: wB97M-V/def2-TZVPD.

Structure (XYZ):
```
66
Properties=species:S:1:pos:R:3:forces:R:3:mulliken_spin:R:1
Ru -2.484 0.367 0.795 -0.3 0.3 0.3 3.4356
C -1.626 4.788 0.256 0.0 0.0 0.0 0.0125
C -2.827 5.297 -0.205 0.0 0.0 0.0 0.0083
C -3.927 4.459 -0.292 0.0 0.0 0.0 -0.0033
C -3.800 3.131 0.088 0.0 0.0 0.0 0.0486
N -2.625 2.639 0.513 0.0 -0.2 0.1 0.0423
C -1.568 3.450 0.598 0.0 0.0 0.0 -0.0146
C -4.938 2.174 0.037 0.0 0.0 0.0 -0.0385
C -6.261 2.582 -0.037 0.0 0.0 0.0 -0.0014
C -7.259 1.621 -0.083 0.0 0.0 0.0 0.0089
C -6.914 0.281 -0.049 0.0 0.0 0.0 -0.0037
C -5.575 -0.049 0.047 0.0 0.0 0.0 0.0101
N -4.614 0.876 0.086 0.2 -0.2 0.1 0.0502
H -0.742 5.403 0.347 0.0 0.0 0.0 0.0003
H -2.910 6.335 -0.497 0.0 0.0 0.0 0.0004
H -4.867 4.834 -0.667 0.0 0.0 0.0 0.0005
H -0.648 3.007 0.952 0.1 0.0 0.0 -0.0130
H -6.519 3.630 -0.034 0.0 0.0 0.0 0.0007
H -8.296 1.921 -0.136 0.0 0.0 0.0 0.0004
H -7.659 -0.500 -0.085 0.0 0.0 0.0 0.0004
H -5.250 -1.081 0.098 0.0 0.0 0.0 -0.0026
S -2.207 -4.295 2.133 0.0 -0.1 0.0 0.0976
C -2.056 -2.821 1.482 0.0 0.2 0.0 -0.0156
S -2.359 -1.362 2.400 -0.2 0.1 -0.3 0.2057
S -1.573 -2.863 -0.230 -0.1 -0.1 0.1 0.0324
C 1.685 -3.627 -2.603 0.0 0.0 0.0 0.0049
Si 2.529 -1.978 -2.329 0.0 0.0 0.0 0.0032
C 4.387 -2.200 -2.222 0.0 0.0 0.0 0.0030
C 2.100 -0.803 -3.723 0.0 0.0 0.0 0.0067
Si 1.785 -1.078 -0.280 0.0 0.1 0.1 -0.0082
Te -0.699 -0.721 -0.883 0.2 -0.2 -0.4 0.1276
Si 2.418 1.150 0.110 0.0 0.0 0.0 -0.0047
C 1.769 1.644 1.808 0.0 0.0 0.0 -0.0207
C 1.685 2.285 -1.200 0.0 0.0 0.0 0.0023
C 4.283 1.304 0.076 0.0 0.0 0.0 0.0011
Si 2.078 -2.426 1.637 0.0 -0.1 0.0 -0.0012
C 1.665 -4.210 1.258 0.1 0.0 0.0 0.0029
C 3.911 -2.258 2.011 0.0 0.0 0.0 0.0006
C 1.085 -1.822 3.100 0.0 0.0 0.0 0.0016
H 1.955 -4.021 -3.587 0.0 0.0 0.0 0.0004
H 0.596 -3.548 -2.568 0.0 0.0 0.0 -0.0011
H 1.988 -4.363 -1.856 0.0 0.0 0.0 -0.0002
H 4.755 -2.660 -3.143 0.0 0.0 0.0 0.0003
H 4.674 -2.850 -1.393 0.0 0.0 0.0 0.0000
H 4.907 -1.247 -2.099 0.0 0.0 0.0 -0.0003
H 2.475 -1.216 -4.664 0.0 0.0 0.0 0.0006
H 2.559 0.178 -3.590 0.0 0.0 0.0 -0.0004
H 1.023 -0.664 -3.831 0.0 0.0 0.0 -0.0024
H 0.753 1.282 1.991 0.0 0.0 0.0 0.0190
H 1.785 2.731 1.930 0.0 0.0 0.0 -0.0001
H 2.400 1.225 2.595 0.0 0.0 0.0 0.0023
H 0.599 2.203 -1.298 0.0 0.0 0.0 -0.0002
H 2.115 2.086 -2.183 0.0 0.0 0.0 0.0008
H 1.917 3.325 -0.948 0.0 0.0 0.0 0.0003
H 4.753 0.695 0.850 0.0 0.0 0.0 -0.0001
H 4.571 2.345 0.251 0.0 0.0 0.0 0.0001
H 4.699 1.003 -0.887 0.0 0.0 0.0 0.0004
H 2.284 -4.609 0.452 0.0 0.0 0.0 0.0001
H 0.617 -4.348 0.986 0.0 0.0 0.0 -0.0017
H 1.862 -4.809 2.152 0.0 0.0 0.0 0.0000
H 4.541 -2.508 1.155 0.0 0.0 0.0 -0.0002
H 4.178 -2.937 2.825 0.0 0.0 0.0 0.0002
H 4.165 -1.245 2.331 0.0 0.0 0.0 0.0001
H 0.010 -1.835 2.909 0.2 0.0 0.1 -0.0010
H 1.363 -0.810 3.397 0.0 0.0 0.0 0.0010
H 1.279 -2.484 3.947 0.0 0.0 0.0 0.0009
```
Positions in Å, forces in eV/Å.

## Properties
ΔE to the lowest compared entry with this formula, charge and spin   0.929 eV
Multiplicity   5
Charge   +1